Entry from the Open Molecules 2025 dataset: a 2-piece molecular cluster, C4H9OS overall (wB97M-V/def2-TZVPD).

Its spin multiplicity is 1. Its total energy is -17177.1410 eV. The HOMO energy comes out at -2.8314 eV. As for the net charge: -1. The calculation puts the gap between HOMO and LUMO at 6.7805 eV. The value obtained for the largest force on an atom is 0.37 eV/Å.

Positions of all 15 atoms, in Å:
C -1.321 1.329 1.738
C -1.281 1.045 0.438
O -1.137 -0.220 -0.031
C -1.358 2.074 -0.646
H -1.427 2.352 2.078
H -1.216 0.531 2.464
H -0.139 -0.496 0.122
H -1.734 3.029 -0.282
H -0.359 2.217 -1.067
H -2.010 1.701 -1.433
C 1.384 -2.256 -1.100
S 1.711 -1.029 0.217
H 1.774 -1.909 -2.057
H 1.844 -3.222 -0.875
H 0.313 -2.426 -1.211

Entry from the Open Molecules 2025 dataset: a 4-piece molecular cluster, CH11NO3 overall in a non-equilibrium geometry (wB97M-V/def2-TZVPD).

The SMILES is CN.O.O.O. Its spin multiplicity is 1. Its total energy is -8846.6869 eV. The HOMO energy comes out at -10.2494 eV. The calculation puts the gap between HOMO and LUMO at 10.4714 eV. The value obtained for the largest force on an atom is 4.08 eV/Å.

Positions of all 16 atoms, in Å:
C 0.912 -1.099 0.410
N 1.073 -2.168 -0.499
H -0.142 -0.927 0.759
H 1.233 -0.145 0.041
H 1.484 -1.336 1.386
H 1.642 -1.848 -1.287
H 1.943 -2.643 -0.102
O -1.982 2.468 -1.972
H -1.929 1.587 -1.471
H -2.586 2.988 -1.457
O 1.303 4.733 2.457
H 0.673 4.016 2.224
H 1.046 5.117 1.642
O -1.563 -3.683 -0.295
H -0.965 -3.137 -0.801
H -2.142 -3.925 -1.036

Entry from the Open Molecules 2025 dataset: C11H19Cl3O2Sn as an isolated structure in a non-equilibrium geometry (wB97M-V/def2-TZVPD).

Its spin multiplicity is 1. Its total energy is -59210.2557 eV. The HOMO energy comes out at 0.7470 eV. As for the net charge: -2. The calculation puts the gap between HOMO and LUMO at 3.7840 eV. The value obtained for the largest force on an atom is 2.39 eV/Å.

Positions of all 36 atoms, in Å:
C -0.670 0.908 -2.350
C -0.824 -0.492 -2.621
C 0.473 -1.084 -2.649
C -2.102 -1.217 -2.754
C 1.421 -0.061 -2.326
C 0.718 1.169 -2.190
C 1.359 2.472 -1.908
C -1.779 1.882 -2.189
C 0.769 -2.492 -2.977
C 2.874 -0.249 -2.138
Sn -0.569 -0.219 1.521
Cl -2.854 -3.462 -0.276
Cl -2.865 0.032 1.508
Cl 0.522 -2.075 0.636
H -2.941 -0.533 -2.555
H -2.180 -2.060 -2.018
H -2.257 -1.650 -3.759
H -0.013 -3.136 -2.564
H 1.743 -2.786 -2.581
H 0.794 -2.664 -4.061
H 3.070 -1.146 -1.522
H 3.308 0.624 -1.626
H 3.435 -0.373 -3.082
H 2.290 2.359 -1.338
H 0.680 3.122 -1.346
H 1.630 2.991 -2.837
H -2.664 1.404 -1.754
H -2.082 2.303 -3.151
H -1.464 2.713 -1.555
O -0.132 1.512 0.664
H 0.264 2.123 1.324
C -0.035 0.003 4.409
O 0.574 -0.033 3.114
H -1.009 0.514 4.324
H 0.653 0.616 5.018
H -0.136 -1.015 4.836

Entry from the Open Molecules 2025 dataset: one molecule with the formula C5H6N2O in a non-equilibrium geometry (wB97M-V/def2-TZVPD).

The SMILES is [H]/N=C(\CC#C)NC=O. Its spin multiplicity is 1. Its total energy is -10304.4055 eV. The HOMO energy comes out at -9.4844 eV. The calculation puts the gap between HOMO and LUMO at 9.8087 eV. The value obtained for the largest force on an atom is 11.76 eV/Å.

Positions of all 14 atoms, in Å:
H 1.646 -1.322 1.354
N 1.356 -0.203 1.329
C 0.108 -0.273 0.698
C -0.712 -1.570 0.702
C -1.041 -1.847 -0.647
C -1.099 -1.740 -1.977
N -0.370 0.794 0.007
C 0.266 1.989 -0.336
O 1.283 2.573 0.177
H -0.024 -2.251 0.933
H -1.543 -1.780 1.409
H -1.033 -1.950 -3.227
H -1.278 0.758 -0.514
H -0.067 2.480 -1.358

Entry from the Open Molecules 2025 dataset: one molecule with the formula C4H6ClN in a non-equilibrium geometry (wB97M-V/def2-TZVPD).

The SMILES is C=C(Cl)[C@@H]1CN1. Its spin multiplicity is 1. Its total energy is -18256.0267 eV. The HOMO energy comes out at -9.4572 eV. The calculation puts the gap between HOMO and LUMO at 10.4595 eV. The value obtained for the largest force on an atom is 2.63 eV/Å.

Positions of all 12 atoms, in Å:
C -1.110 1.537 0.114
C -1.135 0.263 -0.131
Cl -2.532 -0.728 -0.051
C 0.116 -0.521 -0.451
C 1.106 -0.919 0.571
N 1.407 0.173 -0.334
H -2.074 1.996 0.394
H -0.184 2.146 0.143
H -0.043 -1.244 -1.236
H 1.657 -1.861 0.437
H 0.769 -0.630 1.580
H 2.024 -0.211 -1.037

For the records above, the corresponding energy above the lowest of the compared OMol25 structures with the same formula, charge and spin values read 5.5 44.1 0.0 119.9 32.6 kcal per mole.